(1)
{"formula": "C29H43LaN3O7P2", "method": "ωB97M-V with the def2-TZVPD basis set", "molar_mass_da": 746.53, "gap_ev": 4.50, "max_force_ev_per_a": 4.7, "total_charge": 1, "elements": ["La", "C", "C", "C", "C", "C", "C", "H", "H", "H", "C", "H", "H", "H", "C", "H", "H", "H", "C", "H", "H", "H", "C", "H", "H", "H", "C", "C", "C", "C", "C", "C", "C", "C", "H", "H", "H", "H", "H", "H", "H", "H", "H", "H", "H", "H", "P", "C", "C", "P", "C", "C", "C", "H", "H", "H", "H", "H", "H", "H", "H", "H", "H", "H", "H", "H", "H", "O", "N", "O", "C", "C", "C", "C", "O", "C", "C", "N", "O", "O", "N", "O", "O", "H", "H"], "xyz": [[-2.11, -0.19, 0.76], [0.12, 0.44, 3.32], [0.23, 1.78, 2.88], [-2.00, 1.23, 2.87], [-1.25, 0.08, 3.27], [-1.05, 2.24, 2.51], [1.20, -0.38, 3.90], [2.12, -0.30, 3.31], [0.92, -1.44, 3.92], [1.44, -0.08, 4.93], [-1.78, -1.28, 3.56], [-1.24, -1.73, 4.41], [-1.62, -2.00, 2.72], [-2.85, -1.29, 3.83], [-3.49, 1.35, 2.87], [-3.86, 1.44, 3.91], [-4.03, 0.47, 2.47], [-3.82, 2.25, 2.34], [-1.38, 3.59, 1.98], [-1.54, 4.32, 2.80], [-2.29, 3.58, 1.38], [-0.57, 3.98, 1.35], [1.43, 2.64, 2.95], [1.24, 3.56, 3.52], [1.77, 2.95, 1.95], [2.26, 2.13, 3.45], [2.00, -1.20, 0.17], [2.87, -0.61, 0.99], [3.57, 0.71, 0.86], [3.28, 1.53, -0.42], [1.94, 2.14, -0.53], [0.80, 1.57, -0.95], [0.54, 0.17, -1.42], [1.65, -0.87, -1.24], [4.66, 0.52, 0.89], [3.52, 0.92, -1.29], [3.34, 1.34, 1.73], [2.54, -0.57, -1.82], [1.48, -2.10, 0.54], [3.13, -1.15, 1.91], [1.30, -1.80, -1.72], [-0.39, -0.28, -0.98], [-0.10, 2.22, -0.99], [0.26, 0.20, -2.49], [4.02, 2.35, -0.44], [1.89, 3.20, -0.25], [3.35, 0.30, -3.59], [4.09, -1.23, -4.24], [4.86, 1.36, -3.52], [1.34, 2.39, -4.55], [2.43, 0.94, -5.04], [2.60, 3.73, -4.77], [0.58, 2.66, -6.21], [3.30, -1.89, -4.62], [4.64, -1.74, -3.44], [4.79, -0.96, -5.05], [5.41, 1.21, -4.45], [5.47, 1.03, -2.67], [4.61, 2.42, -3.39], [1.35, 2.77, -6.99], [-0.03, 3.57, -6.15], [-0.07, 1.81, -6.45], [1.77, 0.13, -5.41], [3.15, 1.22, -5.83], [2.06, 4.68, -4.80], [3.16, 3.60, -5.71], [3.30, 3.77, -3.92], [-5.34, -7.36, 1.06], [-5.78, -6.45, 1.80], [-6.72, -6.63, 2.59], [-5.19, -5.13, 1.73], [-4.13, -4.90, 0.84], [-3.59, -3.61, 0.77], [-4.27, -2.53, 1.43], [-3.93, -1.27, 1.23], [-5.22, -2.83, 2.41], [-5.66, -4.13, 2.58], [-5.55, -1.74, 3.38], [-4.99, -1.79, 4.49], [-6.25, -0.79, 3.00], [-2.28, -3.46, 0.19], [-1.80, -4.32, -0.52], [-1.51, -2.40, 0.57], [-3.69, -5.70, 0.25], [-6.42, -4.38, 3.33]]}

=====

(2)
{"formula": "C29H43N2O4PtSe", "method": "ωB97M-V with the def2-TZVPD basis set", "molar_mass_da": 757.71, "gap_ev": 6.79, "max_force_ev_per_a": 1.6, "total_charge": -1, "elements": ["Pt", "C", "C", "C", "C", "C", "C", "C", "Se", "C", "C", "C", "C", "C", "C", "O", "C", "C", "C", "C", "C", "C", "C", "C", "C", "O", "C", "C", "C", "C", "C", "C", "H", "H", "H", "H", "H", "H", "H", "H", "H", "H", "H", "H", "H", "H", "H", "H", "H", "H", "H", "H", "H", "H", "H", "H", "H", "H", "H", "H", "H", "H", "H", "H", "H", "H", "H", "H", "H", "H", "H", "H", "N", "N", "C", "O", "O", "H", "H", "H"], "xyz": [[-0.88, 3.34, 1.03], [-2.13, -4.30, 2.03], [-1.84, -3.90, 0.57], [-2.69, -4.78, -0.34], [-0.36, -4.20, 0.27], [-2.11, -2.42, 0.37], [-1.43, -1.46, 1.12], [-1.64, -0.11, 0.92], [-0.59, 1.08, 2.04], [1.18, 0.91, 1.32], [1.91, -0.27, 1.51], [3.18, -0.39, 0.98], [3.68, 0.70, 0.27], [3.01, 1.89, 0.08], [1.70, 2.01, 0.64], [1.04, 3.13, 0.53], [3.61, 3.06, -0.69], [3.74, 4.29, 0.22], [5.01, 2.73, -1.23], [2.72, 3.40, -1.90], [4.03, -1.65, 1.13], [4.31, -2.25, -0.25], [5.37, -1.30, 1.81], [3.34, -2.72, 1.98], [-2.59, 0.43, -0.02], [-2.77, 1.67, -0.19], [-3.31, -0.58, -0.76], [-3.04, -1.92, -0.55], [-4.39, -0.26, -1.82], [-5.69, -1.00, -1.46], [-3.90, -0.75, -3.19], [-4.76, 1.22, -1.97], [-1.93, -5.36, 2.19], [-3.18, -4.10, 2.27], [-1.51, -3.73, 2.73], [-2.46, -5.84, -0.16], [-2.50, -4.57, -1.39], [-3.76, -4.64, -0.14], [-0.13, -5.26, 0.42], [0.29, -3.62, 0.92], [-0.12, -3.93, -0.76], [-0.72, -1.78, 1.87], [1.46, -1.07, 2.08], [4.67, 0.61, -0.15], [4.39, 4.06, 1.07], [2.77, 4.61, 0.59], [4.20, 5.12, -0.34], [5.71, 2.52, -0.42], [5.39, 3.60, -1.78], [4.99, 1.88, -1.91], [1.73, 3.73, -1.58], [2.61, 2.53, -2.55], [3.18, 4.21, -2.48], [4.85, -1.54, -0.89], [3.38, -2.51, -0.75], [4.92, -3.15, -0.17], [5.94, -0.58, 1.22], [5.98, -2.20, 1.93], [5.19, -0.86, 2.79], [2.41, -3.04, 1.53], [3.13, -2.36, 2.99], [3.99, -3.59, 2.07], [-3.59, -2.64, -1.14], [-5.56, -2.09, -1.43], [-6.46, -0.79, -2.21], [-6.06, -0.68, -0.49], [-3.72, -1.83, -3.19], [-2.96, -0.25, -3.45], [-4.64, -0.53, -3.96], [-5.13, 1.63, -1.03], [-5.56, 1.29, -2.72], [-3.92, 1.82, -2.29], [-2.84, 3.81, 1.26], [-3.01, 5.19, 0.95], [-1.89, 5.88, 0.40], [-2.10, 6.94, -0.16], [-0.74, 5.32, 0.61], [-3.26, 3.17, 0.56], [-3.24, 3.60, 2.17], [-3.88, 5.43, 0.50]]}

=====

(3)
{"formula": "C29H44AsN4O3PtSi3", "method": "ωB97M-V with the def2-TZVPD basis set", "molar_mass_da": 850.95, "spin_multiplicity": 3, "gap_ev": [6.92, 7.57], "max_force_ev_per_a": 0.3, "total_charge": 1, "elements": ["Pt", "N", "C", "C", "N", "C", "C", "N", "C", "C", "N", "H", "H", "H", "H", "H", "H", "O", "C", "C", "O", "O", "C", "C", "C", "C", "C", "C", "C", "C", "C", "C", "C", "C", "H", "H", "H", "H", "H", "H", "H", "H", "H", "H", "H", "C", "Si", "C", "C", "As", "Si", "C", "C", "C", "Si", "C", "C", "C", "H", "H", "H", "H", "H", "H", "H", "H", "H", "H", "H", "H", "H", "H", "H", "H", "H", "H", "H", "H", "H", "H", "H", "H", "H", "H", "H"], "xyz": [[-0.49, 0.13, -0.31], [-4.49, -0.76, 0.88], [-4.16, -2.09, 0.88], [-2.86, -2.16, 0.49], [-2.39, -0.89, 0.27], [-3.39, -0.07, 0.51], [-3.19, 1.35, 0.31], [-2.00, 1.75, -0.09], [-2.03, 3.12, -0.18], [-3.28, 3.55, 0.17], [-4.00, 2.42, 0.49], [-5.39, -0.38, 1.12], [-4.87, -2.86, 1.14], [-2.23, -3.03, 0.36], [-1.18, 3.68, -0.50], [-3.71, 4.53, 0.23], [-4.95, 2.40, 0.80], [0.01, 0.62, 2.09], [1.37, 0.15, 2.30], [2.20, 0.18, 0.98], [3.38, -0.09, 1.02], [1.56, 0.45, -0.13], [1.27, -1.31, 2.72], [0.07, -2.00, 2.66], [0.02, -3.34, 3.02], [1.16, -4.00, 3.45], [2.36, -3.31, 3.52], [2.42, -1.97, 3.16], [1.98, 1.03, 3.39], [1.33, 1.02, 4.63], [1.77, 1.83, 5.67], [2.87, 2.65, 5.48], [3.52, 2.66, 4.26], [3.08, 1.85, 3.22], [0.03, 1.58, 2.15], [-0.83, -1.49, 2.35], [-0.93, -3.87, 2.99], [1.11, -5.04, 3.73], [3.26, -3.81, 3.85], [3.36, -1.43, 3.21], [0.48, 0.36, 4.78], [1.26, 1.80, 6.62], [3.22, 3.28, 6.29], [4.39, 3.29, 4.11], [3.62, 1.85, 2.28], [-3.36, -0.73, -3.26], [-2.03, 0.32, -4.05], [-1.78, -0.14, -5.84], [-2.45, 2.14, -3.89], [-0.08, -0.04, -2.78], [1.57, 1.56, -3.33], [1.42, 1.94, -5.15], [3.28, 0.94, -2.94], [1.14, 3.06, -2.29], [0.78, -2.23, -3.09], [1.03, -2.58, -4.91], [-0.50, -3.38, -2.34], [2.38, -2.34, -2.14], [-4.35, -0.37, -3.56], [-3.30, -0.73, -2.17], [-3.29, -1.77, -3.60], [-2.69, 0.11, -6.40], [-1.61, -1.22, -5.96], [-0.95, 0.40, -6.29], [-3.49, 2.30, -4.18], [-1.82, 2.74, -4.55], [-2.34, 2.52, -2.87], [1.47, 1.03, -5.76], [2.24, 2.59, -5.46], [0.48, 2.45, -5.39], [3.59, 0.17, -3.65], [3.37, 0.55, -1.93], [3.97, 1.78, -3.05], [0.16, 3.46, -2.57], [1.88, 3.85, -2.44], [1.13, 2.79, -1.23], [0.09, -2.79, -5.42], [1.67, -3.46, -5.01], [1.52, -1.75, -5.43], [-1.51, -3.18, -2.70], [-0.49, -3.28, -1.25], [-0.25, -4.41, -2.59], [3.23, -2.01, -2.75], [2.56, -3.39, -1.88], [2.38, -1.75, -1.23]]}

=====

For the records above, the corresponding ΔE to the lowest compared entry with this formula, charge and spin values read 0.0, 0.0, 0.0 kcal per mole.